[1]
A molecular structure, C30H29N8ORuS. Source: the OMol25 dataset; level of theory: ωB97M-V/def2-TZVPD.

<S²>: 6.054
F_max in Eh/bohr: 0.0181
Kohn-Sham gap (spin up / spin down) in eV: 8.572 / 5.921

```
! RIJCOSX wB97M-V def2-TZVPD def2/J DEFGRID3
* xyz 3 5
H 2.9064 -2.6431 -1.1870
H -1.0395 -3.0717 5.0626
O 6.4663 -3.9853 -3.7297
C -2.4012 4.3916 -2.3615
N -2.1082 -3.5541 2.7618
H -1.5418 -4.5375 5.8044
H -2.1491 0.6367 3.4590
C 5.0540 -1.1632 -3.3561
H -3.1139 -5.7843 2.8928
N -1.5203 -1.2778 2.1325
H -2.7951 5.2078 -2.9526
C -1.0799 2.4252 -2.1357
H -1.5949 -1.3257 -1.9091
H -5.8272 0.3918 -0.1777
H -3.6790 -1.8120 -3.1685
H -2.5098 2.3551 3.6836
H -3.4053 4.9933 -0.5586
C -1.7740 -2.3749 2.4684
N -2.6691 -5.5114 3.7522
H -0.5228 3.0638 4.9201
C -4.9161 -0.7385 -1.7651
H -1.6696 3.6344 1.6950
N 0.2750 1.3609 2.1353
C 7.1484 -3.1390 -4.1792
H 4.9373 -3.1341 -2.4499
N -2.4139 1.6702 1.6505
H -3.4094 3.5335 1.4599
N -2.5451 -0.2457 -0.4345
C 1.4741 2.8154 4.1580
H -2.6954 -6.1522 4.5277
Ru -0.9193 0.4312 0.7094
C 1.6040 1.5370 2.1517
S 6.4890 -1.3202 -4.2869
C -2.5539 -0.9626 -1.5653
C -3.7075 0.2298 0.0590
C 0.0970 2.6345 4.1444
H 2.1558 1.0799 1.3429
C -2.2180 3.2167 -0.2970
C -1.9657 1.6358 3.0666
C 3.2933 0.3780 -2.7429
C 4.4255 0.1087 -3.4526
C -2.4571 3.0759 1.1833
C -2.1005 -4.3151 3.8435
C 1.5769 -0.3388 -1.1444
C -1.5535 3.4528 -2.9315
C -4.9072 -0.0008 -0.5903
C 8.5037 -3.1788 -4.7651
C -3.7164 -1.2315 -2.2578
N -1.4050 2.3178 -0.8481
C 2.2382 2.2546 3.1451
C 2.7292 -0.6117 -1.8988
H -5.8459 -0.9214 -2.2870
H 2.8213 1.3474 -2.8216
H 9.2069 -2.6731 -4.0989
H 8.5340 -2.6677 -5.7285
H -1.2708 3.5161 -3.9727
H -4.5380 1.6474 1.4315
N -1.5478 -3.9346 4.9979
C 0.5888 -0.1099 -0.4526
H -0.4238 1.6579 -2.5297
H 1.9389 3.3930 4.9459
C -2.7448 4.2727 -1.0234
H 3.3114 2.3759 3.1189
H -3.8446 0.2128 2.1711
C -0.4781 1.9010 3.1259
H 8.8080 -4.2167 -4.8873
H 4.8535 0.8627 -4.1010
C -3.6920 0.9592 1.3891
C 4.4855 -2.1603 -2.5235
C 3.3482 -1.8848 -1.8187
*
```

[2]
A molecular structure, C30H30Cl3N3O5PPt. Source: the OMol25 dataset; level of theory: ωB97M-V/def2-TZVPD.

<S²>: 2.035
Energy above the lowest of the compared OMol25 structures with the same formula, charge and spin in kcal per mole: 27.0
F_max in Eh/bohr: 0.0074
Kohn-Sham gap (spin up / spin down) in eV: 5.592 / 6.540

```
! RIJCOSX wB97M-V def2-TZVPD def2/J DEFGRID3
* xyz -1 3
O 1.7859 -0.6628 1.1238
H -4.7441 -1.8780 2.1855
C 3.1112 2.1525 0.7384
H 2.3354 2.1855 1.5076
H 1.6844 0.7305 5.4730
C -2.6656 -2.7638 0.7548
C -7.4951 -1.1147 0.3722
H 3.2021 2.6925 -2.6718
H 5.1351 -1.3432 4.0221
O -0.1094 -0.0119 -1.7666
C 2.2201 0.2301 4.6793
C 2.2663 -0.5173 2.3254
H -1.3000 -4.5012 1.0357
C 1.6443 0.1175 3.4261
C -2.8682 1.0368 0.3436
C -1.4511 -3.4362 0.9617
C -5.5535 -0.0084 -0.5139
C 4.1487 -0.9302 3.8673
C 3.5535 -2.4094 -2.1052
H 0.8725 -1.3644 -4.0214
O 1.4058 1.6400 -0.8678
H 4.4180 3.1011 -1.4382
Cl 4.4378 -1.8087 1.3563
H 3.9016 2.8501 1.0221
O 1.3049 1.3326 -3.4850
C 2.5422 2.5503 -0.6075
H 1.3628 4.1348 -1.4698
C -5.3491 -1.4388 1.4041
H 1.7572 -2.8941 -4.0932
C -3.3019 -0.3104 0.5172
H 2.9883 -0.0030 -4.5164
H 4.4683 -0.3402 -3.6014
H 2.7935 4.6821 -0.5783
N -1.0421 -1.2362 0.9573
C -6.7042 -1.6983 1.3610
N -10.0357 -1.6064 0.2873
C -4.7366 -0.5899 0.4687
O 2.3900 -0.3725 -1.9250
Cl 0.0662 0.8298 3.2250
C 3.4749 -0.2993 4.8958
C -1.4795 2.7527 0.1167
C -2.7464 3.2925 0.2350
H 3.8446 -3.2423 -2.7488
H 4.4537 -1.9332 -1.7161
H 3.9915 1.4104 -1.7443
H 0.8544 -2.4483 -2.6275
C -6.9085 -0.2660 -0.5666
P 1.1916 0.6515 -2.1874
Cl 4.2190 -0.1676 6.4687
H -4.6981 2.2625 0.5105
H -2.9930 4.3416 0.2007
C 1.9747 3.9602 -0.5848
C -3.6302 2.2137 0.3749
C 3.6002 2.4248 -1.6949
H 3.8384 -1.5522 -4.7293
H 1.3725 4.1317 0.3074
H -7.5201 0.1791 -1.3405
Pt 0.0786 0.2919 0.4410
C 1.4721 -2.0664 -3.4403
N -1.5521 1.3980 0.1847
H -3.6343 -3.2113 0.6073
H 2.9774 -2.7890 -1.2623
H -7.1606 -2.3447 2.0993
C 3.5563 -0.7809 -4.0090
H 3.5210 1.1440 0.6952
C 2.7323 -1.4080 -2.8940
H 0.5906 -2.5732 1.2073
C -0.4702 -2.4761 1.0643
C -2.3998 -1.3886 0.7349
H -0.5381 3.2406 -0.0506
H -5.0988 0.6385 -1.2516
C 3.5529 -1.0267 2.6266
C -8.9066 -1.3864 0.3237
*
```

[3]
A molecular structure, C30H30CrIN6O2STe in a non-equilibrium geometry. Source: the OMol25 dataset; level of theory: ωB97M-V/def2-TZVPD.

<S²>: 6.086
Energy above the lowest of the compared OMol25 structures with the same formula, charge and spin in kcal per mole: 88.5
F_max in Eh/bohr: 0.0747
Kohn-Sham gap (spin up / spin down) in eV: 5.748 / 4.931

```
! RIJCOSX wB97M-V def2-TZVPD def2/J DEFGRID3
* xyz 1 5
Te -0.7781 -0.3719 2.0299
H -1.6111 1.7957 7.9053
H -2.9985 2.7683 -1.7757
H 0.9345 3.1301 -6.2057
H 3.4893 -2.2239 1.1818
C -4.6550 1.2389 0.7920
N -0.2857 -2.0092 -1.4624
N 2.9583 -1.4210 0.7893
C -1.6894 -3.1343 -3.0431
O -1.3797 4.3532 -3.0882
C 0.1228 -0.7761 6.5993
O 1.3710 0.0082 -2.2395
C -1.1408 1.1633 7.1877
H 0.6910 1.5888 3.0477
H 1.1753 -4.8223 -2.6572
H 2.3547 -4.3907 0.6793
H -5.3575 2.3203 -0.9647
N -0.9036 1.2729 -1.0712
C -3.1581 2.1961 -0.8492
C 3.2392 -0.1318 1.0978
C -0.3358 0.9531 4.9047
H 4.4982 1.0703 2.1981
C 0.3127 2.0504 -3.0460
H -2.1011 -1.2893 -2.0192
N 1.8053 1.5240 -5.3361
H -0.6627 3.2660 -1.5529
H -1.8467 5.2182 -3.0696
C -3.5681 0.5984 1.3474
H -0.7730 -0.3977 8.5643
H 3.6775 -3.8086 -0.2824
H 2.9303 -0.6091 -5.7646
C 2.6059 -4.0596 -0.3196
C -0.3924 2.2669 -1.7802
H 2.3440 -4.9911 -0.9855
C -1.0597 1.6225 5.8484
C -4.4858 1.9980 -0.3936
C 0.2181 -0.2980 5.2552
H 0.5476 -1.7328 6.8175
C -1.4133 -2.0464 -2.1603
H 1.5280 -0.6528 3.5746
H 3.5013 -0.6155 -4.1281
S 2.1452 1.0864 0.6242
H -1.4277 3.7069 -5.1622
C -2.2673 0.6581 0.8722
N 1.9329 -1.6977 -0.1308
H 4.8574 -0.6054 2.2492
C -0.7446 -4.1708 -3.2284
C 0.1889 2.8616 -4.1896
Cr 0.4251 -0.2965 -0.4083
C -0.3020 1.3814 3.4764
C 0.4015 -4.1091 -2.4540
H -0.7691 -5.0049 -3.9680
C -2.0853 1.4627 -0.3209
C 2.5979 -0.6051 -4.7056
H 2.0843 -1.5575 -4.4710
C 1.7384 -2.9004 -0.6395
H -0.2349 4.8439 -4.8046
C -0.5723 -0.0817 7.5535
C 0.9882 2.5522 -5.2496
C 0.6057 -3.0172 -1.5707
I -2.2934 -2.4534 4.0335
H -5.6996 1.1603 1.2620
N 4.3786 0.1330 1.7812
H -3.6645 0.0923 2.3217
H -2.6443 -3.1739 -3.5236
C -0.7713 4.0310 -4.3208
C 1.8338 0.6432 -4.3792
C 1.0875 0.8534 -3.1190
H -1.5994 2.4917 5.4849
C 0.7192 -1.0342 4.1402
H -1.0283 2.1960 3.1765
H 0.4101 -2.0677 4.0450
*
```

The lowest F_max belongs to which entry?
C30H30Cl3N3O5PPt

The lowest F_max belongs to which entry?
C30H30Cl3N3O5PPt